Record 1
{
  "formula": "C8H10N2O",
  "method": "ωB97M-V/def2-TZVPD",
  "symbols": ["C", "C", "C", "C", "C", "C", "C", "C", "N", "N", "O", "H", "H", "H", "H", "H", "H", "H", "H", "H", "H"],
  "coordinates": [[2.022, -1.147, 2.553], [2.643, 0.705, 1.705], [1.058, -0.853, 1.641], [-0.281, -1.104, 1.154], [0.683, 0.809, 0.101], [-0.378, -0.198, -0.121], [-1.839, 0.261, -0.113], [-0.063, -1.223, -1.347], [3.018, -0.223, 2.523], [1.514, 0.308, 1.106], [-1.171, -1.797, 1.472], [2.139, -2.058, 3.072], [3.372, 1.419, 1.360], [1.307, 0.990, -0.780], [0.211, 1.737, 0.195], [-2.391, -0.642, -0.210], [-2.154, 1.067, -0.839], [-1.989, 0.801, 0.825], [-0.438, -0.810, -2.242], [-0.607, -2.162, -1.137], [0.978, -1.555, -1.379]],
  "atomic_forces_ev_per_a": [[0.822, -0.700, 0.250], [0.477, -0.561, -1.336], [0.528, 0.304, 1.251], [1.597, 1.567, -2.418], [0.497, 0.976, -3.200], [-0.663, -2.511, -0.877], [0.926, 2.189, -0.706], [-0.516, -0.223, 2.718], [0.386, -1.216, 1.948], [-0.445, 1.293, 0.180], [-1.571, -2.048, 1.550], [-0.018, -0.605, 0.813], [-0.590, 0.646, -0.143], [-0.073, -0.279, -0.302], [-0.458, 1.718, 1.308], [-1.034, -0.303, 0.117], [0.596, -1.220, 0.046], [-0.365, -0.560, 0.302], [-0.050, 0.464, -1.165], [-0.107, 0.478, -0.167], [0.060, 0.592, -0.169]],
  "nbo_charge": [-0.02, 0.17, -0.07, 0.59, -0.23, -0.13, -0.61, -0.60, -0.44, -0.29, -0.52, 0.21, 0.21, 0.20, 0.21, 0.24, 0.21, 0.21, 0.22, 0.22, 0.22]
}

=====

Record 2
{
  "formula": "C24H50FNO13S5",
  "method": "ωB97M-V/def2-TZVPD",
  "symbols": ["N", "H", "H", "H", "H", "F", "C", "C", "C", "O", "C", "O", "O", "H", "H", "H", "H", "H", "H", "C", "C", "C", "S", "O", "O", "C", "H", "H", "H", "H", "H", "H", "H", "H", "C", "C", "C", "S", "O", "O", "C", "H", "H", "H", "H", "H", "H", "H", "H", "C", "C", "C", "S", "O", "O", "C", "H", "H", "H", "H", "H", "H", "H", "H", "C", "C", "C", "S", "O", "O", "C", "H", "H", "H", "H", "H", "H", "H", "H", "C", "C", "C", "S", "O", "O", "C", "H", "H", "H", "H", "H", "H", "H", "H"],
  "coordinates": [[-1.182, 1.103, -0.650], [-0.335, 1.065, -0.075], [-1.985, 1.284, 0.115], [-1.481, 0.261, -0.994], [-1.296, 1.979, -1.280], [-3.732, 0.589, -1.545], [-3.995, -2.516, -0.162], [-3.665, -3.350, -1.556], [-2.772, -2.488, -2.458], [-1.723, -3.405, -2.655], [-1.616, -4.329, -1.863], [-0.620, -5.086, -1.838], [-2.683, -4.261, -1.044], [-4.581, -3.222, 0.572], [-4.750, -1.790, -0.299], [-3.141, -2.014, 0.144], [-4.564, -3.594, -1.837], [-2.288, -1.649, -1.958], [-3.276, -2.115, -3.351], [-2.554, 3.818, -4.342], [-2.506, 2.454, -4.836], [-1.022, 1.973, -4.762], [-0.087, 3.328, -4.176], [1.132, 3.346, -4.926], [-0.031, 3.426, -2.721], [-1.199, 4.537, -4.688], [-2.832, 3.699, -3.125], [-3.288, 4.424, -4.733], [-3.019, 2.420, -5.611], [-2.737, 1.754, -3.919], [-0.494, 1.574, -5.593], [-0.830, 1.233, -4.167], [-1.041, 4.687, -5.778], [-1.057, 5.445, -4.293], [-2.676, 1.002, 4.180], [-3.462, 2.413, 3.999], [-2.492, 3.607, 4.160], [-0.987, 2.895, 3.439], [0.122, 3.627, 4.201], [-1.212, 2.996, 1.993], [-1.191, 1.268, 4.054], [-3.045, 0.417, 3.217], [-2.914, 0.499, 4.972], [-4.392, 2.304, 4.542], [-3.902, 2.321, 2.900], [-2.361, 3.679, 5.135], [-2.757, 4.562, 3.833], [-0.576, 1.082, 5.030], [-0.777, 0.669, 3.161], [3.783, -1.130, -2.047], [3.201, -2.484, -2.300], [1.694, -2.282, -2.548], [1.576, -0.706, -3.269], [0.891, 0.191, -2.390], [1.076, -0.784, -4.590], [3.179, -0.262, -3.235], [4.817, -1.296, -2.294], [3.383, -0.676, -1.094], [3.409, -3.171, -1.534], [3.850, -2.653, -3.200], [1.163, -2.031, -1.509], [1.487, -3.110, -3.081], [3.401, 0.558, -2.862], [3.441, -0.533, -4.093], [3.839, 2.871, 3.693], [3.938, 1.558, 4.432], [2.805, 0.655, 3.936], [2.757, 1.057, 2.167], [1.405, 1.410, 1.848], [3.473, 0.143, 1.417], [3.638, 2.569, 2.245], [4.813, 3.287, 3.767], [3.145, 3.455, 4.183], [3.776, 1.470, 5.393], [4.928, 1.150, 4.076], [1.816, 0.859, 4.240], [2.828, -0.355, 3.974], [3.161, 3.461, 1.734], [4.536, 2.461, 1.657], [0.599, -4.806, 1.765], [1.675, -4.236, 0.841], [1.998, -2.851, 1.375], [0.405, -2.183, 1.829], [-0.094, -1.292, 0.805], [0.465, -1.801, 3.123], [-0.517, -3.762, 1.963], [1.183, -5.078, 2.721], [0.248, -5.872, 1.185], [1.333, -4.111, -0.178], [2.520, -4.767, 0.896], [2.343, -2.475, 0.389], [2.699, -2.919, 2.170], [-1.057, -3.651, 1.074], [-1.133, -3.803, 2.913]],
  "atomic_forces_ev_per_a": [[-2.180, 5.205, 3.893], [0.268, 0.036, -0.696], [1.852, -0.352, -2.192], [-0.813, -2.459, -1.953], [0.714, -2.178, 0.806], [0.811, -0.147, 0.146], [-2.768, -3.302, -1.316], [5.157, 5.529, 5.964], [-1.027, 0.131, 0.840], [1.548, 4.128, -6.554], [2.318, -4.284, 2.913], [-2.900, 1.407, 0.819], [-0.668, -2.816, 0.595], [1.946, 0.915, -1.029], [-0.632, 1.192, -0.812], [1.636, 0.471, 1.058], [-4.354, -2.821, -2.322], [-0.649, 0.217, 0.144], [0.506, -0.404, -0.187], [1.258, 1.704, 4.675], [5.325, -3.340, 9.266], [-0.987, 3.593, -3.501], [1.052, 0.306, 0.892], [1.027, 0.273, -0.097], [-0.163, -0.592, -0.469], [-1.804, -2.805, -2.014], [1.248, 1.162, -3.117], [-2.037, 0.987, -0.936], [-4.198, -1.645, -7.258], [-1.658, 1.165, -2.246], [0.159, 0.408, -1.594], [0.378, -4.248, 4.241], [-0.442, -0.489, 0.393], [0.635, 3.222, 2.086], [-0.233, 3.346, -7.369], [-1.031, -1.678, -3.170], [-1.068, -3.695, -2.678], [1.036, 4.899, 1.975], [-1.986, -2.317, -2.661], [0.917, -0.746, 1.244], [1.941, -2.234, -0.474], [0.890, 0.751, 2.235], [-1.386, -2.745, 4.776], [0.116, 0.830, 0.804], [1.200, 0.688, 2.006], [1.250, 0.465, 4.677], [-0.370, 1.184, -1.319], [-1.048, 0.588, -1.969], [-0.142, 0.515, 1.710], [-1.326, 0.556, -0.405], [0.304, 1.360, -1.218], [1.526, 1.780, 4.456], [-2.519, 0.951, 0.336], [-0.928, 0.297, 1.211], [-0.395, -0.370, -2.004], [-1.027, -5.814, 5.451], [0.831, 1.045, 1.159], [1.325, -0.252, -0.723], [0.263, -1.160, 0.838], [-1.473, -1.360, 0.218], [0.796, -1.353, -2.140], [-2.387, -2.373, -1.847], [1.231, 8.481, 1.926], [3.536, -1.764, -7.207], [1.763, -1.174, 0.533], [0.884, -2.057, -5.176], [0.504, 2.566, -2.625], [-2.759, 3.142, 2.703], [-1.135, -0.451, -0.631], [2.236, -3.338, -2.607], [-0.465, 2.202, -1.201], [0.697, 1.030, 0.372], [-1.774, 1.634, 0.353], [0.283, 0.725, 5.320], [-0.936, -0.242, 0.911], [-1.011, 1.054, 0.826], [0.999, -3.336, 0.375], [-0.242, -1.444, 0.479], [0.692, -0.387, 0.285], [0.121, -3.730, -0.698], [-3.586, 1.881, 0.843], [-0.451, -0.227, -3.054], [-0.206, -2.943, -5.633], [-0.096, -0.433, -0.014], [0.704, 3.726, 8.013], [1.406, 0.027, 0.236], [-1.403, 0.297, -1.094], [0.489, 2.939, 2.063], [-0.238, -0.461, -0.310], [3.092, -2.398, -0.167], [0.364, 1.292, 1.412], [0.442, 0.580, 0.693], [-1.646, -0.721, -1.180], [0.869, 0.205, -1.308]],
  "mulliken_charge": [0.59, 0.12, 0.48, -0.43, 0.17, -0.87, -0.97, -0.07, 0.33, -0.27, 0.72, -0.68, -0.37, 0.29, 0.48, 0.03, 0.60, -0.56, 0.30, -0.60, -0.96, 0.13, 1.12, -0.78, -0.59, -0.91, 0.14, 0.55, 0.61, 0.14, 0.46, -0.23, 0.31, 0.57, -0.94, -0.70, -1.10, 1.11, -0.72, -0.59, 0.69, 0.02, 0.70, 0.44, 0.26, 0.48, 0.54, 0.33, -0.56, -0.18, -1.08, -0.11, 1.45, -0.40, -0.90, -1.95, 0.54, -0.01, 0.35, 0.48, -0.31, 0.61, 0.61, 0.99, -0.61, -0.97, -0.54, 1.23, -0.61, -0.80, -0.79, 0.32, 0.40, 0.58, 0.22, 0.01, 0.72, 0.28, 0.48, -0.51, -0.81, -0.13, 0.96, 0.14, -0.74, -0.23, 0.31, 0.29, -0.09, 0.75, -0.42, 0.58, -0.28, 0.38]
}

=====

Record 3
{
  "formula": "C20H21GaN6O8S",
  "method": "ωB97M-V/def2-TZVPD",
  "symbols": ["Ga", "O", "N", "N", "O", "C", "C", "C", "C", "C", "C", "H", "H", "H", "H", "H", "C", "C", "N", "C", "C", "N", "C", "O", "O", "C", "O", "O", "H", "H", "H", "H", "H", "C", "C", "C", "C", "N", "C", "S", "N", "C", "H", "H", "H", "H", "H", "H", "H", "H", "C", "C", "O", "O", "H", "H", "H"],
  "coordinates": [[-0.559, 0.450, 0.521], [0.376, 2.185, 0.297], [1.289, 2.201, -0.606], [1.444, 1.097, -1.204], [0.748, 0.021, -0.921], [2.445, 0.996, -2.230], [2.973, 2.144, -2.803], [3.944, 2.009, -3.780], [4.372, 0.750, -4.181], [3.824, -0.383, -3.600], [2.852, -0.268, -2.618], [2.625, 3.116, -2.487], [4.364, 2.896, -4.236], [5.129, 0.654, -4.947], [4.153, -1.366, -3.909], [2.411, -1.136, -2.152], [-2.954, -2.249, -0.980], [-1.886, -2.466, 0.028], [-1.081, -1.558, 0.558], [-0.239, -2.211, 1.422], [-0.533, -3.538, 1.421], [-1.573, -3.671, 0.536], [-0.002, -4.733, 2.124], [0.993, -4.531, 2.954], [-0.498, -5.812, 1.899], [0.779, -1.416, 2.159], [1.535, -1.986, 2.948], [0.755, -0.172, 1.885], [-2.518, -2.093, -1.967], [-3.530, -1.362, -0.729], [-3.615, -3.113, -1.022], [-2.010, -4.559, 0.336], [1.259, -3.557, 2.993], [-4.375, 4.516, 1.640], [-3.550, 4.283, 0.423], [-3.195, 5.260, -0.470], [-2.429, 4.898, -1.583], [-2.097, 3.639, -1.838], [-2.461, 2.688, -0.982], [-2.165, 1.032, -1.330], [-3.140, 3.024, 0.151], [-1.934, 5.932, -2.542], [-4.772, 5.528, 1.631], [-3.773, 4.348, 2.531], [-5.204, 3.808, 1.668], [-3.497, 6.283, -0.305], [-3.244, 2.294, 0.859], [-2.617, 6.777, -2.609], [-1.784, 5.487, -3.522], [-0.969, 6.304, -2.189], [-0.509, 2.100, 3.495], [-1.818, 1.892, 2.782], [-2.836, 2.478, 3.122], [-1.852, 1.058, 1.770], [-0.663, 2.744, 4.356], [0.207, 2.555, 2.811], [-0.087, 1.144, 3.799]],
  "atomic_forces_ev_per_a": [[-0.025, -0.094, -0.028], [-0.025, 0.034, 0.052], [0.001, -0.001, -0.044], [-0.027, -0.005, -0.027], [0.067, 0.021, 0.069], [-0.002, 0.001, -0.015], [0.000, -0.001, 0.006], [0.002, 0.001, -0.002], [-0.002, 0.000, 0.001], [0.000, 0.001, 0.000], [-0.004, -0.001, 0.003], [0.001, 0.000, -0.001], [0.000, 0.000, 0.000], [0.000, 0.000, 0.000], [0.000, 0.000, 0.000], [0.001, -0.001, -0.001], [0.003, 0.006, 0.011], [0.000, -0.005, -0.005], [0.004, 0.010, -0.044], [0.016, 0.001, -0.012], [-0.027, -0.013, 0.016], [-0.003, 0.010, 0.008], [0.034, -0.013, -0.018], [-0.022, -0.059, -0.015], [-0.011, 0.001, 0.009], [-0.019, 0.003, -0.017], [0.018, 0.037, -0.013], [0.010, -0.003, 0.010], [0.005, 0.006, 0.000], [-0.013, -0.002, 0.008], [0.003, 0.002, -0.008], [0.001, -0.001, 0.000], [0.001, 0.031, 0.035], [0.009, 0.052, -0.050], [0.017, -0.050, -0.061], [-0.017, 0.027, -0.007], [-0.027, -0.003, -0.009], [-0.004, 0.001, -0.046], [-0.042, -0.015, -0.009], [0.065, 0.047, -0.007], [0.121, 0.071, 0.029], [0.016, -0.011, 0.003], [0.026, 0.013, -0.003], [-0.057, -0.009, 0.029], [0.042, -0.010, 0.052], [-0.012, -0.003, -0.002], [-0.129, -0.121, 0.065], [0.001, 0.002, 0.007], [-0.003, 0.001, -0.001], [0.001, 0.005, -0.007], [-0.015, -0.008, 0.002], [0.094, -0.084, 0.151], [-0.016, 0.021, -0.063], [-0.070, 0.102, -0.046], [-0.003, 0.005, -0.005], [0.014, -0.009, -0.007], [0.002, 0.009, 0.009]],
  "nbo_charge": [1.76, -0.60, 0.19, 0.17, -0.63, 0.17, -0.23, -0.20, -0.20, -0.20, -0.23, 0.24, 0.22, 0.22, 0.22, 0.25, -0.67, 0.44, -0.57, 0.02, 0.01, -0.47, 0.77, -0.66, -0.60, 0.80, -0.65, -0.77, 0.25, 0.27, 0.23, 0.45, 0.51, -0.67, 0.34, -0.34, 0.33, -0.48, 0.34, -0.25, -0.53, -0.66, 0.22, 0.29, 0.24, 0.23, 0.48, 0.22, 0.25, 0.24, -0.73, 0.82, -0.68, -0.90, 0.23, 0.25, 0.25]
}

=====

Record 4
{
  "formula": "C5H11NS2",
  "method": "ωB97M-V/def2-TZVPD",
  "symbols": ["C", "C", "C", "C", "C", "N", "S", "S", "H", "H", "H", "H", "H", "H", "H", "H", "H", "H", "H"],
  "coordinates": [[2.595, 0.962, 2.544], [-1.270, -0.602, -1.004], [0.550, -1.664, 0.388], [-0.042, 2.097, -0.120], [0.086, -0.329, -0.346], [-0.160, 0.746, 0.534], [3.881, 0.728, 1.639], [0.770, 0.897, 2.161], [-1.285, -1.342, -1.746], [-2.057, -0.832, -0.357], [-1.633, 0.314, -1.550], [0.945, -2.324, -0.288], [-0.330, -2.136, 0.954], [1.272, -1.352, 1.056], [0.727, 2.564, 0.297], [0.085, 1.948, -1.199], [-0.951, 2.594, 0.108], [0.816, -0.068, -1.128], [2.562, 0.975, 3.693]],
  "atomic_forces_ev_per_a": [[-2.149, -0.832, 0.150], [0.220, 2.598, -1.482], [-3.740, 2.180, 0.462], [-2.759, -3.292, -1.543], [-0.230, -3.098, -0.430], [2.314, 2.053, 2.805], [0.319, 0.194, -0.084], [-0.323, -0.233, 0.010], [0.543, -1.300, -1.064], [-0.878, -0.384, 1.613], [0.396, -0.594, 0.457], [0.839, -1.680, -1.725], [1.293, 0.722, -0.794], [1.687, 0.181, 1.610], [3.209, 2.273, 1.271], [-0.038, 0.288, 0.220], [-0.811, 0.788, -0.118], [0.036, -0.148, 0.200], [0.073, 0.283, -1.559]],
  "nbo_charge": [-0.51, -0.60, -0.59, -0.41, -0.06, -0.48, 0.06, 0.33, 0.21, 0.21, 0.20, 0.21, 0.21, 0.21, 0.20, 0.19, 0.20, 0.17, 0.23]
}

=====

Result set for HOMO level: -9.405; -8.166; -8.722; -8.546 eV, one per record in the order listed.
Result set for energy: -495.556730; -4067.646899; -4028.327088; -1048.128325 Eh, one per record in the order listed.
Result set for relative energy (zero: lowest compared OMol25 entry of this formula, charge and spin): 1.547; 1.362; 0.145; 2.986 eV, one per record in the order listed.